Here is one molecule with the formula C3H5N3O3 at a distorted geometry from OMol25. Energies are from ωB97M-V/def2-TZVPD.

The molar mass comes out at 131.09 g/mol. The value obtained for the total energy is -13804.312 eV. The net charge is 0. As for the SMILES: [H]/N=C(\NC(=O)O)C(N)=O. The value obtained for the energy above the lowest of the compared OMol25 structures with the same formula, charge and spin is 127.96 kJ/mol. Its LUMO energy is 0.508 eV. As for the HOMO energy: -10.0 eV.

```
14
Properties=species:S:1:pos:R:3:forces:R:3
H -2.442 0.229 0.285 0.1 -0.4 0.6
N -1.625 0.742 0.600 0.3 0.4 -1.0
C -0.517 0.245 0.313 0.7 -2.4 2.3
N -0.178 -1.362 0.284 -1.6 1.8 0.2
C -0.248 -1.519 -1.034 2.2 2.5 -1.5
O -0.578 -0.485 -1.654 -0.6 -1.8 -1.0
O 0.377 -2.553 -1.599 -0.9 -0.6 0.1
C 0.794 0.995 0.543 0.0 0.0 0.0
N 0.600 2.191 1.125 -0.1 0.2 0.0
O 1.870 0.503 0.275 -0.1 0.0 0.0
H 0.612 -1.769 0.767 0.0 0.2 0.1
H 0.290 -2.486 -2.561 0.0 0.2 0.2
H -0.344 2.497 1.310 0.1 0.0 -0.1
H 1.390 2.773 1.348 -0.1 -0.1 -0.1
```
Forces are in eV/Å.

***

Here is a 9-piece molecular cluster, C18H35N3O28S6 overall at a distorted geometry from OMol25. Energies are from ωB97M-V/def2-TZVPD.

The molar mass comes out at 933.87 g/mol. The value obtained for the total energy is -146030.342 eV. The net charge is 0. As for the SMILES: C[N+](=O)[O-].C[N+](=O)[O-].O=S1(=O)OCCO1.O=S1(=O)OCCO1.O=S1(=O)OCCO1.O=S1(=O)OCCO1.O=S1(=O)OCCO1.O=S1(=O)OCCO1.c1cc[nH]c1. The value obtained for the energy above the lowest of the compared OMol25 structures with the same formula, charge and spin is 438.35 kJ/mol. Its LUMO energy is 0.049 eV. As for the HOMO energy: -7.7 eV.

```
90
Properties=species:S:1:pos:R:3:forces:R:3
C -11.474 2.053 4.389 0.7 0.3 0.7
N -11.952 2.986 5.490 0.2 -2.1 -2.9
O -13.016 3.487 5.292 -1.7 1.2 0.2
O -11.261 3.110 6.439 1.3 0.7 2.3
H -10.930 2.680 3.683 -0.5 0.0 -0.3
H -12.362 1.550 4.004 0.4 0.1 -0.1
H -10.721 1.404 4.836 -0.4 -0.2 -0.1
C -9.425 -0.190 7.221 0.5 0.1 -0.3
N -10.850 -0.675 7.243 -0.6 -1.2 2.4
O -11.542 -0.566 6.256 0.3 0.2 -0.2
O -11.298 -1.146 8.325 1.3 1.1 -2.1
H -8.672 -0.929 7.495 -0.7 -0.5 0.4
H -9.358 0.627 7.940 -0.1 -0.1 -0.3
H -9.134 0.089 6.208 -0.5 0.4 0.0
O -9.151 -0.016 3.331 0.1 -2.9 -1.1
S -9.183 -1.393 2.831 -1.0 0.0 -0.1
O -8.988 -2.523 3.736 -0.2 2.1 -1.7
O -10.569 -1.651 1.938 2.0 0.2 2.0
C -10.214 -2.036 0.602 -1.8 -0.1 -0.2
C -8.739 -2.411 0.549 -0.8 -0.2 -0.2
O -8.233 -1.514 1.494 1.1 1.2 2.2
H -10.951 -2.814 0.399 0.4 -0.2 -0.5
H -10.488 -1.143 0.041 0.5 -0.2 -0.6
H -8.296 -2.206 -0.426 0.0 0.3 0.1
H -8.467 -3.433 0.813 -0.4 -0.1 0.2
O -10.981 9.444 7.318 -1.8 -1.5 0.6
S -12.186 8.654 7.515 0.2 -1.9 0.5
O -13.412 9.285 7.939 1.6 -0.8 -0.8
O -12.430 7.700 6.222 -2.1 3.7 -0.4
C -11.831 6.486 6.271 2.1 -1.7 0.7
C -11.986 6.064 7.756 0.6 -0.7 -1.5
O -11.940 7.255 8.494 -0.1 2.9 -0.3
H -12.228 5.805 5.517 -0.6 0.1 0.4
H -10.789 6.629 5.984 0.4 -0.2 0.3
H -11.140 5.456 8.078 -0.2 -0.2 0.0
H -12.936 5.536 7.835 -0.1 0.1 0.5
O -8.899 2.121 10.964 -1.2 0.4 -1.2
S -9.929 2.775 10.199 -0.7 1.3 -0.9
O -9.600 3.927 9.351 -0.5 -2.0 1.9
O -10.828 1.774 9.249 4.8 0.6 1.3
C -12.169 1.911 9.440 -1.6 -0.5 0.1
C -12.400 2.563 10.852 -0.5 -1.2 -1.4
O -11.170 3.106 11.228 2.3 0.7 -0.7
H -12.503 2.474 8.568 -0.8 0.2 0.4
H -12.436 0.856 9.394 -1.2 0.3 0.1
H -12.593 1.765 11.570 -0.6 0.3 0.0
H -13.173 3.327 10.766 0.1 -0.1 0.4
O -8.643 3.381 2.445 -0.3 3.1 -0.5
S -8.907 4.824 2.445 1.6 0.7 -0.6
O -10.193 5.263 2.931 1.4 -0.2 -0.4
O -7.649 5.635 3.165 -1.5 -1.9 0.6
C -7.270 6.845 2.513 -0.5 -0.2 1.0
C -8.093 6.928 1.282 -0.5 0.0 -1.2
O -8.530 5.558 0.995 -0.6 -0.3 0.7
H -7.602 7.672 3.141 0.9 0.1 0.3
H -6.204 6.754 2.304 -0.1 0.3 0.3
H -7.460 7.377 0.517 -0.2 -0.8 -0.6
H -8.934 7.617 1.358 -0.3 -0.5 0.3
O -13.303 0.245 1.297 -2.0 0.3 1.5
S -14.452 0.369 2.173 -1.7 1.0 0.3
O -14.527 -0.385 3.429 0.2 1.5 -2.5
O -14.858 1.971 2.487 0.4 -1.0 0.1
C -16.203 2.342 2.065 -0.3 -0.8 -0.9
C -16.914 0.971 1.753 1.2 2.5 1.6
O -15.833 0.216 1.265 1.2 -1.9 0.0
H -16.769 2.896 2.814 0.6 -0.1 0.4
H -16.149 2.970 1.176 0.4 -0.1 0.0
H -17.739 1.090 1.051 0.4 -0.4 -0.1
H -17.254 0.710 2.756 -0.2 -1.1 -0.3
O -17.177 1.134 8.929 1.3 0.0 0.3
S -15.801 1.458 9.182 3.1 0.8 -1.7
O -15.415 2.262 10.361 -0.7 -2.4 -3.1
O -14.740 0.204 8.884 -1.4 -0.1 3.6
C -14.781 -0.202 7.535 -0.1 -0.6 0.2
C -14.738 1.138 6.819 -0.3 -0.4 -1.2
O -15.061 2.105 7.783 -1.7 1.8 1.8
H -13.922 -0.858 7.391 0.2 0.4 -0.1
H -15.667 -0.823 7.405 -0.2 0.3 -0.4
H -15.427 1.186 5.975 -0.2 0.0 0.1
H -13.764 1.361 6.386 0.1 0.0 0.5
C -6.160 1.480 6.067 -1.4 1.0 -3.4
C -6.740 2.290 7.041 -1.6 0.5 0.4
C -7.818 2.978 6.479 0.2 0.0 -1.3
N -7.875 2.668 5.092 0.7 -0.3 2.4
C -6.908 1.766 4.848 2.5 -1.2 1.6
H -5.206 0.973 6.071 -0.3 -0.3 0.2
H -6.513 2.285 8.097 0.1 0.3 0.0
H -8.515 3.710 6.858 0.1 -0.2 0.3
H -8.480 3.042 4.374 0.1 -0.2 0.4
H -6.652 1.382 3.872 -0.4 0.2 -0.1
```
Forces are in eV/Å.

***

| no. | HOMO-LUMO gap (eV) |
| --- | --- |
| 1 | 10.49 |
| 2 | 7.71 |